#P
Below is 2 unconnected molecules or ions with the total composition C9H14, with properties calculated with ωB97M-V/def2-TZVPD.

Calculated values
- Structure (SMILES): Cc1ccccc1.CC
- Spin multiplicity: 1
- HOMO: -8.95 eV
- Gap between HOMO and LUMO: 9.98 eV
- LUMO level: 1.02 eV
- Net charge: 0

Positions of all 23 atoms, in Å:
H 1.78446 4.94210 0.92524
H 0.76515 -4.57866 0.59623
H -2.92324 -0.56804 -0.40279
H 0.22091 3.17850 -0.99078
H -0.88665 0.92423 -0.36050
H -0.36307 3.67398 0.52266
H 0.04957 4.94421 -0.76084
H -0.87284 -4.62155 1.26529
C 0.69329 -2.04228 -0.03084
C -0.82529 -0.16375 -0.31556
C -0.46835 -2.86075 0.11424
C -1.73432 -2.33184 -0.00831
C 1.76939 4.15253 0.17284
H 2.14333 3.17223 0.45253
H -2.55012 -3.01710 0.22593
H -0.78044 -4.86669 -0.40539
C -0.26530 -4.33287 0.38997
C -1.92573 -0.97438 -0.31511
C 0.46382 -0.68013 -0.14926
H 1.31407 -0.01557 -0.04693
H 1.70012 -2.41244 0.06176
C 0.29534 3.99905 -0.28284
H 2.39590 4.47925 -0.65752

#Q
Below is 2 unconnected molecules or ions with the total composition C9H14, with properties calculated with ωB97M-V/def2-TZVPD.

Calculated values
- Structure (SMILES): Cc1ccccc1.CC
- Spin multiplicity: 1
- HOMO: -9.00 eV
- Gap between HOMO and LUMO: 10.01 eV
- LUMO level: 1.01 eV
- Net charge: 0

Positions of all 23 atoms, in Å:
C 1.09134 0.54102 -1.90233
H 1.22123 1.46500 -2.44616
C 0.52597 -1.83708 -1.95550
H 1.10743 -0.74456 1.20891
H 0.32308 -0.51890 -3.58693
H 0.28682 -2.73178 -2.50750
C 0.67870 -0.60724 -2.56583
H -3.14280 -0.86824 1.24908
C 1.43436 0.38306 -0.56416
H 2.05222 1.35016 1.26721
H -1.97704 0.06107 3.11474
C -2.07921 0.77662 2.29266
C -2.39416 -0.09754 1.06709
H -1.06843 1.21004 2.19126
C 1.01986 -0.75258 0.12871
H -1.51274 -0.61512 0.70001
C 0.67676 -1.91693 -0.55382
H 0.49667 -2.87085 -0.07962
H 1.49014 2.42099 0.14877
H -2.62551 1.67177 2.55470
H -2.80483 0.56067 0.29973
C 2.10584 1.51277 0.18918
H 3.09430 1.60766 -0.25021

#R
Below is 2 unconnected molecules or ions with the total composition C9H14, with properties calculated with ωB97M-V/def2-TZVPD.

Calculated values
- Structure (SMILES): Cc1ccccc1.CC
- Spin multiplicity: 1
- HOMO: -8.95 eV
- Gap between HOMO and LUMO: 9.96 eV
- LUMO level: 1.02 eV
- Net charge: 0

Positions of all 23 atoms, in Å:
H 1.23496 1.15536 4.06581
H -2.36970 -1.15716 -1.16156
H 0.17873 2.09071 1.36328
C 0.67322 0.30522 -1.16241
H 1.64753 2.61662 3.14232
C -0.62214 -2.10559 -0.30804
H -1.12809 -3.04005 -0.09180
C 0.85549 1.91098 3.39540
H 1.14977 1.23712 -1.43678
H -0.44836 0.59887 2.25890
H 2.29091 -0.47590 0.04290
C 0.37393 1.28995 2.08560
C -0.64807 -0.00003 -1.51446
H -1.35119 1.97312 -2.02652
C -1.31433 -1.09508 -0.94110
H 1.28503 -2.61184 0.53695
C -1.41133 0.93588 -2.38873
C 0.69962 -1.84033 0.05380
H 1.21438 0.74388 1.69524
H -2.49993 0.80934 -2.56857
H 0.04762 2.54460 3.81013
H -1.08191 0.97007 -3.42077
C 1.27295 -0.63381 -0.30525

#S
Below is 2 unconnected molecules or ions with the total composition C9H14, with properties calculated with ωB97M-V/def2-TZVPD.

Calculated values
- Structure (SMILES): Cc1ccccc1.CC
- Spin multiplicity: 1
- HOMO: -9.08 eV
- Gap between HOMO and LUMO: 10.12 eV
- LUMO level: 1.03 eV
- Net charge: 0

Positions of all 23 atoms, in Å:
C 1.83948 0.29591 -0.29032
C 2.58898 -0.30434 0.70213
C -2.16960 1.53437 1.54200
H -3.63849 0.85188 0.15534
H 2.16665 1.24479 -0.71167
H -2.57613 1.95858 -0.63360
H 0.01361 1.29237 -1.71625
C 0.77036 -1.76914 -0.72235
H -1.86563 0.38600 -0.11685
C -0.01411 0.23650 -2.00006
H -2.27813 0.70610 2.24080
H 3.21997 0.41170 1.22277
C 0.94115 -0.44638 -1.06412
H 2.81344 -2.03799 1.99737
H 0.02265 -2.39003 -1.20507
C 2.34806 -1.61624 1.11960
H -2.55600 2.42978 2.02034
H 0.39164 0.05517 -3.00752
H -1.09412 1.76354 1.48691
H 1.29267 -3.39721 0.59439
H -1.06556 -0.01462 -2.08613
C -2.59141 1.15799 0.10285
C 1.44050 -2.34872 0.36941

The data favor #P; the next most stable structure lies 9.5 kJ/mol above it.

#P
Below is 2 unconnected molecules or ions with the total composition C9H14, with properties calculated with ωB97M-V/def2-TZVPD.

Calculated values
- Structure (SMILES): Cc1ccccc1.CC
- Spin multiplicity: 1
- HOMO: -9.02 eV
- Gap between HOMO and LUMO: 10.04 eV
- LUMO level: 1.03 eV
- Net charge: 0

Positions of all 23 atoms, in Å:
H 2.27258 1.07477 0.07847
C 2.57279 0.39090 2.13161
C -2.15545 0.67585 1.05458
H 2.91343 -0.58093 2.48480
H -0.22594 -2.80647 -1.36132
C -1.27488 0.93322 -1.27753
H -2.93088 1.43138 0.87978
C -0.53123 -1.76516 -1.36208
C 2.01088 0.22171 0.71962
C -1.22355 -1.28746 -0.25646
H -1.36147 1.28210 1.48153
H -2.48489 -0.06305 1.78363
C -0.63609 0.37004 -2.39800
C -0.32272 -0.96588 -2.45810
C -1.51558 0.07361 -0.19552
H 3.24624 1.23150 2.32780
H -1.42348 -1.92388 0.59561
H -1.66140 1.92630 -1.35134
H 1.81401 0.66776 2.85379
H -0.47432 0.97650 -3.28360
H 0.92715 0.09117 0.79508
H 2.36437 -0.62866 0.14929
H 0.10042 -1.32532 -3.39164

#Q
Below is 2 unconnected molecules or ions with the total composition C9H14, with properties calculated with ωB97M-V/def2-TZVPD.

Calculated values
- Structure (SMILES): Cc1ccccc1.CC
- Spin multiplicity: 1
- HOMO: -9.04 eV
- Gap between HOMO and LUMO: 9.99 eV
- LUMO level: 0.95 eV
- Net charge: 0

Positions of all 23 atoms, in Å:
H -1.30800 -0.93705 2.48459
C 4.10365 2.23621 -1.34577
H 4.28638 2.59692 -2.34770
C -2.66402 -1.25109 0.76476
C -0.25315 -1.25239 0.71594
H -3.60133 -2.07582 -0.89673
H 5.03723 1.73571 -1.05028
C -3.96869 -0.96642 1.46091
H -4.80462 -1.35560 0.89937
C -2.61503 -1.81977 -0.52830
H -3.96322 -1.48877 2.41746
H -1.53933 -2.58433 -2.12312
H 3.46665 1.35092 -1.40313
H -4.09038 0.09287 1.66963
H 3.34399 4.15159 -0.89051
C -1.41539 -2.05561 -1.19064
H 0.68913 -2.13200 -1.03998
H 0.66455 -1.03163 1.25010
C -0.20769 -1.81415 -0.52519
H 2.58380 2.94445 0.09936
C -1.45567 -1.02843 1.41753
H 4.17384 3.46318 0.50703
C 3.53731 3.22122 -0.34533

#R
Below is 2 unconnected molecules or ions with the total composition C9H14, with properties calculated with ωB97M-V/def2-TZVPD.

Calculated values
- Structure (SMILES): Cc1ccccc1.CC
- Spin multiplicity: 1
- HOMO: -9.10 eV
- Gap between HOMO and LUMO: 10.14 eV
- LUMO level: 1.04 eV
- Net charge: 0

Positions of all 23 atoms, in Å:
H -1.86881 3.53176 0.44405
C 1.24368 0.68101 -0.45458
H 1.19363 -2.18064 2.50503
H -1.73694 0.57590 -0.36519
C -1.38555 2.55819 0.40622
C 0.81988 -1.46147 0.53756
H -3.21015 1.34988 0.39181
H 1.60397 1.70032 -0.42296
H -2.68607 1.79673 -1.18527
C 0.43694 -2.30840 1.72433
H 0.89111 0.38951 1.63799
H 1.45355 -1.77354 -2.77161
C 1.27414 -1.28515 -1.82110
H -0.98215 2.15672 1.32584
H 0.45285 -3.35723 1.45026
C 0.98612 -0.08726 0.66799
C -2.30913 1.49237 -0.20363
H 0.86006 -3.12665 -0.82371
H -0.49762 2.61437 -0.22694
C 0.97161 -2.05892 -0.70828
H 1.65332 0.73633 -2.53496
H -0.53256 -2.03546 2.14095
C 1.36814 0.09166 -1.71379

The data favor #R; the next most stable structure lies 27.7 kJ/mol above it.

#P
Below is 2 unconnected molecules or ions with the total composition C9H14, with properties calculated with ωB97M-V/def2-TZVPD.

Calculated values
- Structure (SMILES): Cc1ccccc1.CC
- Spin multiplicity: 1
- HOMO: -9.00 eV
- Gap between HOMO and LUMO: 10.04 eV
- LUMO level: 1.04 eV
- Net charge: 0

Positions of all 23 atoms, in Å:
C 1.27587 0.76139 1.12345
H -2.65365 0.62842 1.26666
C 1.60094 -0.40530 -2.04435
H 1.03944 -1.28697 1.44509
H -2.20551 -2.00223 2.04446
H 0.98853 2.91927 1.20023
H 2.34726 0.68363 1.24316
C 0.54056 1.93117 1.22555
C 0.22273 -0.01898 -2.55870
H -0.40693 -0.90758 -2.52803
H 1.62996 -1.12150 -1.22991
H 0.23433 0.41470 -3.55564
C -1.57216 0.71953 1.29678
H 2.10737 -0.98373 -2.83518
H -2.15248 -1.90531 0.25659
H 2.21479 0.48164 -1.88768
C -0.85805 1.89191 1.26635
C -0.87649 -0.49920 1.26512
C -1.56914 -1.82116 1.17266
H -1.34186 2.86254 1.34274
H -0.85671 -2.63647 1.18533
C 0.50062 -0.40048 1.16409
H -0.20941 0.69470 -1.85876

#Q
Below is 2 unconnected molecules or ions with the total composition C9H14, with properties calculated with ωB97M-V/def2-TZVPD.

Calculated values
- Structure (SMILES): Cc1ccccc1.CC
- Spin multiplicity: 1
- HOMO: -8.99 eV
- Gap between HOMO and LUMO: 9.97 eV
- LUMO level: 0.98 eV
- Net charge: 0

Positions of all 23 atoms, in Å:
H -2.80812 -1.16961 -1.48074
C -2.92653 -1.11582 0.72557
C -0.86338 -1.12093 -0.57052
C -0.86456 -0.74242 1.87283
C -0.22357 -0.70329 0.58109
H 0.63889 -0.55650 -1.92448
H 1.99991 2.89686 -1.31682
C -2.24934 -1.03801 1.87646
C -0.00691 -1.47396 -1.78413
C 1.61846 2.40479 -0.32010
H 3.37232 1.39309 -0.90242
H 0.74040 1.93519 -0.58897
C -2.25775 -1.19999 -0.46247
C 2.89414 1.57747 -0.00394
H 2.40495 0.63225 0.54047
H 1.56112 3.29255 0.40233
H -2.77284 -0.93838 2.82815
H -0.21382 -0.57993 2.60049
H 0.41021 -2.40066 -1.54120
H -4.09781 -1.10961 0.62057
H 3.39142 2.06006 0.90697
H 0.82433 -0.40488 0.60492
H -0.57149 -1.63827 -2.66406

#R
Below is 2 unconnected molecules or ions with the total composition C9H14, with properties calculated with ωB97M-V/def2-TZVPD.

Calculated values
- Structure (SMILES): Cc1ccccc1.CC
- Spin multiplicity: 1
- HOMO: -8.97 eV
- Gap between HOMO and LUMO: 10.00 eV
- LUMO level: 1.04 eV
- Net charge: 0

Positions of all 23 atoms, in Å:
H 3.09246 0.92490 0.55644
H -0.09989 -3.14582 -0.78194
C -1.58694 0.48524 1.46557
H -0.02111 -3.32112 0.92757
H 1.39088 0.66962 0.64376
H 2.29045 0.02495 -0.65985
H -0.40325 -1.09505 2.30317
C -2.21289 0.13153 -0.81294
H 1.58382 3.00363 -0.26844
H 2.85421 2.46722 -1.38245
C 1.92607 2.18096 -0.89099
H -1.14984 -1.46495 -1.81764
C -2.28886 0.90930 0.35527
H -2.82676 0.44770 -1.64230
C 0.17236 -2.60668 0.12043
H -2.81414 1.85189 0.26978
C -0.75566 -0.63193 1.40378
C -0.61146 -1.33572 0.21911
C -1.32413 -0.91112 -0.90794
H 1.19697 1.92315 -1.64928
H -1.83652 0.94862 2.41021
H 1.24107 -2.38878 0.19267
C 2.18315 0.93248 -0.05400

The data favor #R; the next most stable structure lies 13.7 kJ/mol above it.